{
  "formula": "C12H13N7O4",
  "method": "ωB97M-V with the def2-TZVPD basis set",
  "species": ["N", "C", "C", "C", "C", "N", "O", "O", "C", "C", "C", "N", "O", "N", "O", "H", "H", "C", "N", "C", "C", "N", "C", "C", "N", "H", "H", "H", "H", "H", "H", "H", "H", "H", "H", "H"],
  "xyz": [[-1.820, -6.827, 1.389], [-1.407, -5.745, 1.223], [-0.861, -4.435, 1.011], [0.496, -4.113, 0.937], [0.924, -2.754, 0.795], [2.295, -2.452, 1.086], [3.050, -3.405, 1.388], [2.689, -1.263, 1.051], [0.019, -1.704, 0.565], [-1.323, -2.035, 0.690], [-1.793, -3.352, 0.934], [-3.087, -3.424, 1.326], [-3.490, -2.079, 1.358], [-2.422, -1.204, 0.952], [-2.582, 0.002, 0.936], [1.238, -4.902, 1.036], [0.338, -0.680, 0.310], [1.370, 2.008, 1.375], [0.797, 2.557, 0.181], [0.684, 3.969, -0.053], [0.127, 4.055, -1.468], [-0.017, 2.681, -1.862], [-0.407, 2.319, -3.197], [0.344, 1.801, -0.864], [0.277, 0.503, -0.870], [1.566, 0.945, 1.222], [2.311, 2.523, 1.606], [0.697, 2.142, 2.232], [0.002, 4.436, 0.668], [1.659, 4.464, 0.027], [-0.840, 4.574, -1.471], [0.809, 4.597, -2.136], [-0.286, 1.241, -3.309], [-1.454, 2.586, -3.396], [0.224, 2.829, -3.940], [-0.127, 0.142, -1.732]],
  "homo_lumo_gap_ev": 7.1,
  "e_above_lowest_kcal_mol": 24.22,
  "fmax_ha_per_bohr": 0.06027,
  "mol_weight_da": 319.281,
  "e_homo_ev": -8.975,
  "charge": 0,
  "e_lumo_ev": -1.9,
  "smiles": "N#Cc1cc([N+](=O)[O-])cc2c1no[n+]2[O-].CN1CCN(C)C1=N"
}

=====

{
  "formula": "C6H8Cl2MnN2O3RuS",
  "method": "ωB97M-V with the def2-TZVPD basis set",
  "species": ["Ru", "Mn", "Cl", "Cl", "C", "C", "C", "O", "O", "O", "C", "N", "C", "S", "N", "C", "H", "H", "H", "H", "H", "H", "H", "H"],
  "xyz": [[-0.254, -0.472, -6.900], [-0.288, -0.664, -0.876], [-0.709, 1.018, -5.233], [1.145, -0.914, -2.557], [-1.224, -2.168, -0.236], [-0.681, 0.464, -8.389], [0.272, -1.959, -7.840], [-1.911, -2.682, 0.562], [-0.942, 1.052, -9.375], [0.609, -2.910, -8.439], [0.142, 2.034, 4.453], [-0.513, 1.595, 3.217], [0.023, 0.755, 2.320], [-0.368, 1.018, 0.612], [0.931, -0.153, 2.736], [0.709, -0.896, 3.973], [1.193, 1.684, 4.523], [-0.439, 1.678, 5.330], [0.103, 3.138, 4.443], [-1.166, 2.287, 2.852], [1.380, -0.672, 1.988], [0.502, -1.940, 3.743], [1.611, -0.822, 4.575], [-0.126, -0.471, 4.519]],
  "homo_lumo_gap_ev": [7.8, 4.3],
  "e_above_lowest_kcal_mol": 7.19,
  "fmax_ha_per_bohr": 0.22036,
  "s2": 24.84,
  "mol_weight_da": 415.122,
  "e_homo_ev": [-22.530, -22.748],
  "charge": 4,
  "spin_multiplicity": 10,
  "e_lumo_ev": [-14.8, -18.5]
}

=====

{
  "formula": "C58H58NNiOP3S",
  "method": "ωB97M-V with the def2-TZVPD basis set",
  "species": ["Ni", "O", "S", "C", "C", "C", "C", "C", "C", "C", "C", "C", "C", "P", "C", "C", "C", "C", "C", "C", "C", "C", "C", "C", "C", "C", "C", "C", "C", "C", "C", "C", "C", "C", "C", "C", "C", "C", "P", "C", "C", "C", "C", "C", "C", "C", "C", "C", "C", "C", "C", "C", "C", "H", "H", "H", "H", "H", "H", "H", "H", "H", "H", "H", "H", "H", "H", "H", "H", "H", "H", "H", "H", "H", "H", "H", "H", "H", "H", "H", "H", "H", "H", "H", "H", "H", "H", "H", "H", "C", "C", "N", "H", "H", "H", "C", "C", "C", "C", "C", "H", "H", "H", "H", "H", "H", "H", "H", "H", "H", "C", "P", "C", "C", "H", "H", "H", "H", "H", "H", "H", "H", "H"],
  "xyz": [[-0.033, 0.072, 0.054], [-2.059, -1.657, 0.987], [-2.064, -0.184, 0.915], [-3.687, 0.232, 0.293], [-4.769, -0.348, 0.950], [-6.085, -0.009, 0.646], [-6.303, 0.915, -0.353], [-7.575, 1.507, -0.896], [-7.126, 2.415, -2.068], [-5.623, 2.367, -2.033], [-4.660, 3.006, -2.783], [-3.327, 2.700, -2.555], [-2.892, 1.804, -1.563], [-1.112, 1.417, -1.598], [-1.166, 0.518, -3.189], [-1.462, -0.832, -2.988], [-1.635, -1.691, -4.052], [-1.485, -1.218, -5.350], [-1.222, 0.124, -5.562], [-1.089, 0.997, -4.495], [-0.542, 3.150, -1.801], [-0.887, 3.964, -0.720], [-0.599, 5.312, -0.721], [0.036, 5.883, -1.816], [0.407, 5.083, -2.881], [0.136, 3.725, -2.868], [-3.861, 1.154, -0.755], [-5.210, 1.465, -1.042], [-2.344, 0.336, 2.619], [-3.252, 1.337, 2.941], [-3.790, 1.471, 4.226], [-3.420, 0.559, 5.190], [-3.897, 0.314, 6.598], [-2.999, -0.833, 7.134], [-2.128, -1.222, 5.970], [-1.168, -2.197, 5.807], [-0.462, -2.254, 4.604], [-0.738, -1.414, 3.520], [0.435, -1.361, 2.123], [0.809, -3.154, 2.061], [1.969, -3.761, 2.526], [2.103, -5.139, 2.459], [1.085, -5.924, 1.947], [-0.077, -5.324, 1.491], [-0.208, -3.952, 1.542], [1.880, -0.654, 3.020], [3.159, -0.745, 2.476], [4.226, -0.074, 3.041], [4.027, 0.738, 4.144], [2.760, 0.842, 4.696], [1.700, 0.152, 4.140], [-1.803, -0.489, 3.628], [-2.421, -0.380, 4.888], [-4.558, -1.085, 1.713], [-6.903, -0.454, 1.197], [-8.086, 2.089, -0.124], [-8.267, 0.728, -1.224], [-7.498, 3.436, -1.961], [-7.498, 2.036, -3.024], [-4.927, 3.720, -3.547], [-2.579, 3.174, -3.174], [-1.558, -1.187, -1.968], [-1.884, -2.728, -3.881], [-1.589, -1.893, -6.187], [-1.126, 0.503, -6.570], [-0.945, 2.047, -4.694], [-1.414, 3.512, 0.112], [-0.884, 5.932, 0.119], [0.234, 6.945, -1.837], [0.899, 5.518, -3.739], [0.437, 3.128, -3.711], [-3.593, 1.998, 2.157], [-4.521, 2.242, 4.427], [-4.950, 0.019, 6.587], [-3.818, 1.207, 7.223], [-3.591, -1.684, 7.480], [-2.389, -0.499, 7.979], [-0.940, -2.903, 6.594], [0.341, -2.973, 4.516], [2.766, -3.175, 2.962], [3.015, -5.600, 2.811], [1.198, -6.998, 1.911], [-0.880, -5.919, 1.084], [-1.110, -3.478, 1.191], [3.323, -1.360, 1.606], [5.214, -0.179, 2.616], [4.855, 1.279, 4.572], [2.594, 1.467, 5.563], [0.720, 0.225, 4.590], [-0.093, 3.413, 3.065], [0.231, 2.408, 2.100], [0.511, 1.647, 1.287], [-1.115, 3.266, 3.416], [-0.005, 4.391, 2.591], [0.588, 3.357, 3.914], [2.109, -1.884, -3.095], [1.916, -1.924, -1.579], [3.116, -2.656, -0.961], [0.637, -2.724, -1.284], [1.780, -0.500, -0.981], [2.047, -2.894, -3.498], [3.090, -1.486, -3.351], [1.332, -1.283, -3.561], [3.300, -3.585, -1.497], [2.921, -2.903, 0.081], [4.017, -2.048, -1.023], [0.090, -2.914, -2.201], [-0.017, -2.161, -0.605], [0.866, -3.678, -0.820], [2.200, -0.517, 0.047], [4.692, 0.494, -1.813], [2.853, 0.705, -1.715], [2.478, 1.263, -3.413], [2.750, 2.216, -0.717], [5.111, 1.356, -2.328], [4.958, -0.406, -2.362], [5.099, 0.433, -0.806], [3.034, 0.672, -4.138], [2.769, 2.311, -3.501], [1.412, 1.157, -3.602], [3.415, 2.981, -1.120], [3.030, 1.970, 0.307], [1.719, 2.568, -0.728]],
  "homo_lumo_gap_ev": 4.5,
  "fmax_ha_per_bohr": 0.03739,
  "mol_weight_da": 968.790,
  "e_homo_ev": -4.172,
  "charge": 0,
  "e_lumo_ev": 0.3
}

=====

{
  "formula": "C4H11NO",
  "method": "ωB97M-V with the def2-TZVPD basis set",
  "species": ["C", "C", "C", "N", "C", "H", "H", "H", "H", "H", "H", "H", "H", "H", "O", "H", "H"],
  "xyz": [[-2.257, 0.199, 1.042], [-2.057, 0.067, -0.434], [-0.646, 0.533, -0.763], [0.185, 0.122, 0.361], [-0.721, 0.075, 1.562], [-2.980, -0.521, 1.598], [-2.610, 1.229, 1.284], [-2.806, 0.681, -0.930], [-2.292, -0.866, -0.869], [-0.216, -0.033, -1.644], [-0.576, 1.653, -0.950], [0.943, -0.451, 0.199], [-0.393, 0.762, 2.367], [-0.580, -1.006, 1.892], [5.312, -1.022, -1.472], [5.453, -0.066, -1.641], [6.242, -1.356, -1.603]],
  "homo_lumo_gap_ev": 9.0,
  "e_above_lowest_kcal_mol": 43.24,
  "fmax_ha_per_bohr": 0.09666,
  "mol_weight_da": 89.138,
  "e_homo_ev": -8.068,
  "charge": 0,
  "e_lumo_ev": 0.9,
  "smiles": "C1CCNC1.O"
}

=====

{
  "formula": "C5H13O3",
  "method": "ωB97M-V with the def2-TZVPD basis set",
  "species": ["C", "O", "C", "C", "C", "C", "H", "H", "H", "H", "H", "H", "H", "H", "H", "H", "H", "O", "H", "H", "O"],
  "xyz": [[-0.626, -1.627, -0.305], [0.389, -1.841, 0.659], [-0.165, -0.984, -1.620], [0.171, 0.512, -1.627], [1.422, 0.849, -0.854], [1.498, 1.660, 0.198], [-1.416, -0.971, 0.073], [-1.047, -2.587, -0.625], [0.596, -1.562, -2.147], [-1.112, -1.026, -2.192], [-0.638, 1.076, -1.161], [0.276, 0.874, -2.652], [2.363, 0.353, -1.099], [0.602, 2.195, 0.505], [2.418, 2.004, 0.650], [-0.948, 0.503, 2.147], [-1.316, 1.721, 1.012], [-1.771, 1.190, 1.666], [-0.717, -0.927, 3.225], [0.194, -1.145, 1.357], [-0.176, -0.269, 2.790]],
  "homo_lumo_gap_ev": 8.3,
  "e_above_lowest_kcal_mol": 7.58,
  "fmax_ha_per_bohr": 0.02749,
  "mol_weight_da": 121.156,
  "e_homo_ev": -4.455,
  "charge": -1,
  "e_lumo_ev": 3.9
}

=====

{
  "formula": "C2H3NO2S",
  "method": "ωB97M-V with the def2-TZVPD basis set",
  "species": ["C", "C", "N", "O", "O", "S", "H", "H", "H"],
  "xyz": [[1.045, 0.493, -0.109], [-0.276, -0.901, 0.236], [2.238, 0.246, 0.211], [-2.975, -0.956, -0.042], [-1.629, 0.927, -0.822], [-1.715, -0.253, -0.040], [0.450, 1.204, -0.666], [-0.205, -1.576, 1.066], [3.066, 0.816, 0.164]],
  "homo_lumo_gap_ev": [9.2, 9.2],
  "e_above_lowest_kcal_mol": 121.33,
  "fmax_ha_per_bohr": 0.07224,
  "mol_weight_da": 105.118,
  "e_homo_ev": [-9.870, -9.870],
  "charge": 0,
  "e_lumo_ev": [-0.6, -0.6]
}